Entry 1:
Molecular formula: C15H15ClN5O6PtS
Method: DFT, ωB97M-V with the def2-TZVPD basis set

XYZ file:
```
44
Properties=species:S:1:pos:R:3:forces:R:3
Pt -0.24290 -0.57539 0.33927 0.9 2.3 0.3
O 4.90980 2.72921 -3.48983 1.2 0.1 -0.5
N 3.90290 3.37151 -3.53423 -1.5 -1.0 1.2
O 3.66480 4.39161 -4.07933 0.3 1.1 -0.8
C 2.72980 2.77611 -2.76403 -0.5 0.6 -0.2
C 1.56500 3.47801 -2.80933 0.5 -0.3 0.0
C 0.39180 2.99631 -2.16253 -0.1 -0.6 0.4
C -0.82860 3.70221 -2.15093 0.0 -0.3 0.1
C -1.89640 3.18051 -1.45523 0.2 -0.1 0.0
C -1.75450 1.94511 -0.81353 -0.9 0.2 0.2
N -0.63030 1.25671 -0.85873 0.0 -2.1 1.2
C 0.44900 1.75431 -1.49013 1.3 0.2 -0.6
C 1.67710 1.01311 -1.45613 -0.2 1.5 -0.9
N 1.68930 -0.17279 -0.83073 -2.2 -1.2 1.3
C 2.77770 -0.89619 -0.73533 0.8 -0.8 0.2
C 3.99620 -0.45029 -1.26763 -0.7 0.1 0.2
C 4.02300 0.76171 -1.91143 1.0 0.0 -0.1
C 2.85690 1.53251 -2.06733 -0.9 -0.5 0.5
H 1.51490 4.41961 -3.34423 0.1 -0.1 0.0
H -0.91770 4.64201 -2.67973 0.0 0.1 0.0
H -2.83870 3.70781 -1.40053 0.0 -0.1 0.0
H -2.58420 1.52041 -0.26183 0.0 0.0 0.0
H 2.70880 -1.84979 -0.22673 0.0 0.0 0.0
H 4.88390 -1.05759 -1.15753 0.0 0.0 0.0
H 4.96480 1.14591 -2.30613 -0.4 -0.3 0.2
O -1.53220 -0.03059 2.26467 -1.3 -0.2 -1.8
Cl -0.20920 -0.06729 2.89237 0.3 0.0 0.0
O -0.25030 0.12181 4.23867 -0.1 0.3 1.8
O 0.59720 0.84371 2.15357 0.9 1.2 -0.6
O 0.25450 -1.40679 2.52687 0.7 -1.2 -1.3
C -4.52450 -2.44279 2.47137 -0.7 -0.3 0.8
N -3.51310 -2.34569 1.45077 0.6 0.3 -0.8
C -2.31260 -2.90499 1.48667 -0.5 0.0 0.7
S -1.26690 -2.73479 0.06097 0.6 1.3 -0.9
N -1.92330 -3.67009 2.48637 -1.0 0.7 -0.3
C -0.64760 -4.28949 2.65377 1.7 -0.4 0.5
H -5.35720 -1.78959 2.21507 0.1 0.0 0.0
H -4.15150 -2.14559 3.45627 0.1 0.1 -0.1
H -4.91780 -3.46449 2.54497 0.1 0.1 -0.1
H -3.78340 -1.85039 0.60877 0.2 -0.2 0.0
H -2.56990 -3.80399 3.26147 -0.1 0.0 -0.2
H -0.16880 -4.49839 1.69697 -0.2 -0.2 0.1
H -0.76510 -5.20999 3.22647 -0.1 0.0 -0.2
H 0.02910 -3.63309 3.21797 -0.3 -0.2 -0.1
```
Forces are in eV/Å.

Output
energy	-2281.96622	Eh
total charge	+3
HOMO (spin up / spin down)	-18.8 / -18.8	eV
multiplicity	1
molar mass	623.9	g/mol

Entry 2:
Molecular formula: C15H32NO10PS4
Method: DFT, ωB97M-V with the def2-TZVPD basis set

XYZ file:
```
63
Properties=species:S:1:pos:R:3:forces:R:3
C -1.38883 3.78095 -2.58563 -0.2 0.3 0.3
C -1.19045 2.41664 -2.02074 0.4 -0.4 -0.2
C -2.17749 1.87359 -1.05220 0.8 0.1 0.2
N -0.16735 1.69555 -2.35749 -1.9 -0.1 -0.9
C 0.04022 1.06788 -3.49705 1.7 0.4 0.8
C 1.19492 0.50224 -3.98860 -0.8 -0.3 0.0
P 2.77795 0.44369 -3.19148 0.7 0.4 -0.6
O 3.75850 1.41633 -3.67291 0.0 0.0 0.2
O 3.28597 -1.07545 -3.30852 -0.8 0.4 0.2
O 2.47931 0.62715 -1.62345 -0.3 -0.3 -0.3
C 0.82387 -0.02170 -5.31586 1.6 0.0 0.8
O 1.51376 -0.20474 -6.26610 -0.8 -0.5 0.0
O -0.59032 -0.18962 -5.30877 -0.3 0.8 -1.1
C -1.04628 0.81937 -4.51922 -0.3 -0.4 0.0
O -2.09589 1.37088 -4.65751 0.1 -0.2 0.4
H -0.43778 4.29130 -2.71233 0.0 -0.1 -0.2
H -2.02335 4.38102 -1.93428 0.0 0.0 0.0
H -1.90484 3.68553 -3.54268 0.1 -0.1 -0.1
H -1.87801 0.88182 -0.74145 -0.1 -0.1 0.0
H -2.19353 2.51026 -0.16582 -0.4 0.0 0.0
H -3.15480 1.83929 -1.53604 -0.1 0.2 0.0
H 2.49416 -1.64233 -3.25491 0.4 -0.6 -0.5
H 2.29728 -0.23856 -1.23897 0.0 0.1 0.3
C 0.21301 -5.77254 -4.47643 0.3 -0.1 0.0
S 0.21535 -4.08840 -3.86049 -0.7 0.2 0.0
O 1.50297 -3.44269 -4.23231 0.3 0.0 0.3
C 0.28877 -4.51674 -2.11728 0.2 -0.1 0.0
H 0.21129 -5.72735 -5.56324 0.0 0.0 0.0
H 1.10454 -6.29597 -4.13006 0.0 0.0 0.0
H -0.68842 -6.27446 -4.12704 0.0 0.0 0.0
H 1.18102 -5.11217 -1.92114 0.0 0.0 0.0
H -0.60897 -5.07131 -1.84656 0.0 0.0 0.0
H 0.32954 -3.59009 -1.54808 0.0 0.0 0.0
C 5.80652 2.53590 -1.42535 0.1 0.1 0.0
S 4.92952 1.93444 0.01591 0.0 -0.1 0.1
O 4.56902 3.11965 0.84415 0.0 0.0 0.0
C 6.35382 1.16785 0.80651 0.1 0.0 0.0
H 5.09745 3.08674 -2.03768 0.0 -0.1 0.0
H 6.61856 3.18926 -1.10348 0.0 0.0 0.1
H 6.18819 1.69068 -1.99630 -0.1 0.0 0.0
H 7.12685 1.91753 0.97700 0.0 0.0 0.0
H 6.73139 0.36745 0.16986 0.0 0.0 0.0
H 6.02401 0.75554 1.75797 0.0 0.0 0.0
C 0.17425 0.93953 2.42687 0.0 0.0 0.0
S -1.20494 -0.21237 2.44144 0.1 0.0 0.0
O -2.08796 0.16818 1.29825 0.0 -0.1 0.2
C -1.98228 0.40048 3.93149 0.0 0.1 -0.1
H 0.76851 0.74744 1.53525 0.0 0.0 0.0
H -0.20515 1.96107 2.40236 0.0 0.0 0.0
H 0.78658 0.78098 3.31417 0.0 0.0 0.0
H -2.21689 1.45861 3.80968 0.0 0.0 -0.1
H -1.30798 0.25458 4.77545 0.0 0.0 0.0
H -2.89753 -0.15822 4.10452 0.1 0.0 -0.1
C -6.58308 -0.43623 6.92168 -0.1 -0.1 0.0
S -4.88349 0.14043 6.92688 0.0 0.1 0.0
O -4.24061 -0.39926 5.69732 -0.1 -0.1 0.2
C -4.33160 -0.88338 8.29439 0.0 -0.1 0.1
H -7.09671 0.05681 6.09932 0.0 0.0 0.0
H -6.60046 -1.51591 6.77486 0.0 0.0 0.0
H -7.05903 -0.16801 7.86471 0.0 0.0 0.0
H -4.50192 -1.93280 8.05490 0.0 0.0 0.0
H -4.87316 -0.60250 9.19747 0.0 0.0 0.0
H -3.26799 -0.70383 8.43502 0.0 0.0 0.0
```
Forces are in eV/Å.

Output
energy	-3331.95822	Eh
HOMO	-8.3	eV
multiplicity	1
molar mass	545.7	g/mol

Entry 3:
Molecular formula: CH3Cl2PS
Method: DFT, ωB97M-V with the def2-TZVPD basis set

XYZ file:
```
8
Properties=species:S:1:pos:R:3:forces:R:3
C 1.41472 -0.09413 0.06351 -0.2 -0.3 0.0
S -0.09018 -0.92798 0.67652 -0.3 0.0 -0.1
P -1.43110 -0.23134 -0.74168 0.7 2.6 0.7
Cl -3.09235 -1.07570 -0.11541 -0.7 -0.5 0.4
Cl -1.90774 2.12839 0.24091 0.5 -2.1 -0.9
H 2.07590 -0.83402 -0.38214 0.0 0.1 0.0
H 1.89642 0.37177 0.91902 -0.1 0.1 0.0
H 1.13432 0.66303 -0.66073 0.1 0.1 -0.1
```
Forces are in eV/Å.

Output
energy	-1699.85013	Eh
ΔE to the lowest compared entry with this formula, charge and spin	100.9	kJ/mol
SMILES	CSP(Cl)Cl
HOMO	-9.6	eV
multiplicity	1
molar mass	149.0	g/mol

Entry 4:
Molecular formula: C33H62FN2S
Method: DFT, ωB97M-V with the def2-TZVPD basis set

XYZ file:
```
99
Properties=species:S:1:pos:R:3:forces:R:3
C -4.45569 -1.01306 -3.67000 0.2 0.2 0.6
C -3.12715 -0.42903 -3.26776 0.2 0.0 -0.1
C -2.09110 -0.25349 -4.18246 -0.3 -0.1 0.1
C -0.88468 0.29740 -3.78487 0.1 0.0 -0.1
C -0.68449 0.67469 -2.46702 -0.1 0.1 0.1
C -1.70598 0.50537 -1.53006 0.2 0.0 -0.1
C -1.55424 0.93107 -0.08255 0.3 0.0 -0.9
C -0.12391 0.90979 0.46049 -0.5 0.0 1.8
C -0.20760 0.79536 2.03298 -0.6 -0.3 0.5
C 0.12981 -0.66764 2.40559 0.1 0.4 0.6
N 0.11694 -1.33981 1.06352 -0.7 -0.3 0.0
C 0.47708 -2.79203 0.94755 0.3 -0.3 0.3
C 1.94628 -3.09139 0.89019 0.2 0.3 -0.4
F -0.16599 -3.20906 -0.18834 0.1 0.2 0.1
C 0.71582 -0.32555 0.15997 1.9 0.9 0.2
N 2.06439 -0.06172 0.70916 -0.2 -0.1 -0.5
C 2.93598 0.40727 -0.00104 0.0 0.1 0.2
S 4.06219 1.02322 -0.86346 0.1 0.0 0.0
C -2.90841 -0.04711 -1.94475 -0.1 -0.1 -0.1
H -4.75434 -1.72511 -2.89896 -0.1 -0.2 -0.2
H -4.41478 -1.50366 -4.63722 -0.1 0.0 -0.1
H -5.20752 -0.22230 -3.65855 -0.1 -0.1 -0.3
H -2.24707 -0.54565 -5.21268 0.1 0.0 0.0
H -0.10378 0.43331 -4.52170 0.1 0.0 0.1
H 0.25484 1.13341 -2.18033 0.0 0.0 0.0
H -2.20596 0.30329 0.53216 0.0 0.0 0.1
H -1.92627 1.95314 0.02016 0.0 0.0 0.2
H 0.44836 1.81986 0.30275 -0.1 -0.1 -0.7
H 0.38488 1.53822 2.55853 0.4 -0.2 -0.1
H -1.21641 0.94405 2.42084 -0.1 0.4 -0.5
H -0.62440 -1.13780 3.03403 -0.1 0.0 -0.2
H 1.07315 -0.76725 2.93210 0.3 -0.2 -0.5
H -0.88306 -1.33664 0.82795 0.1 -0.1 -0.3
H 0.01355 -3.27799 1.80893 -0.1 0.0 -0.1
H 2.07054 -4.13432 0.60635 -0.1 -0.1 0.2
H 2.44200 -2.48898 0.13142 0.0 0.0 -0.1
H 2.43722 -2.88540 1.83917 -0.1 -0.1 0.1
H 0.88311 -0.64662 -0.86214 -0.9 -0.4 -0.1
H -3.71218 -0.17125 -1.22498 0.0 0.0 0.0
C 10.21643 3.07298 2.62181 0.0 -0.1 0.0
C 10.19806 1.57135 2.35187 0.0 0.1 0.0
C 9.43907 1.18878 1.08217 0.0 -0.1 0.0
C 7.95445 1.55636 1.08783 0.0 0.1 0.0
C 7.14343 0.96112 2.23712 -0.1 -0.1 -0.1
C 7.10972 -0.56475 2.22863 0.0 0.0 0.1
H 9.21137 3.47038 2.77286 0.0 0.0 0.0
H 10.79390 3.29978 3.51825 0.0 0.0 0.0
H 10.67010 3.61177 1.78774 0.0 0.0 0.0
H 9.77541 1.04909 3.21473 0.0 0.0 0.0
H 11.22626 1.21507 2.25709 0.0 0.0 0.0
H 9.54968 0.11426 0.91210 0.0 0.0 0.0
H 9.91209 1.67681 0.22493 0.0 0.0 0.0
H 7.51417 1.23014 0.13849 0.0 0.0 0.0
H 7.84910 2.64444 1.10802 0.0 0.0 0.0
H 6.11717 1.33603 2.16653 0.0 0.0 0.0
H 7.52810 1.31299 3.19733 0.0 0.0 0.0
H 6.69078 -0.93947 1.29084 0.0 0.0 0.0
H 6.49666 -0.94686 3.04685 0.0 0.0 0.0
H 8.10610 -0.99170 2.34457 0.0 0.0 0.0
C -4.83646 -4.98027 -2.48072 0.0 -0.1 0.0
C -4.88926 -6.29902 -3.24554 0.1 0.0 0.0
C -4.60517 -6.14169 -4.73850 0.0 0.0 0.0
C -5.60152 -5.25847 -5.49242 0.0 0.0 0.0
C -7.05847 -5.70895 -5.39886 0.0 0.0 -0.1
C -7.30704 -7.09083 -5.99561 0.0 0.0 0.1
H -5.59210 -4.27952 -2.83992 0.0 0.0 0.0
H -5.01532 -5.13844 -1.41580 0.0 0.0 0.0
H -3.85579 -4.50935 -2.59257 0.0 0.0 0.0
H -5.86329 -6.77038 -3.09385 0.0 0.0 0.0
H -4.15119 -6.98581 -2.82368 0.0 0.0 0.0
H -4.57284 -7.13214 -5.19885 0.0 0.0 0.0
H -3.60250 -5.72012 -4.86595 0.0 0.0 0.0
H -5.30709 -5.22683 -6.54585 0.0 0.0 0.0
H -5.52518 -4.22842 -5.12987 0.0 0.0 0.0
H -7.67881 -4.97942 -5.92535 0.0 0.0 0.0
H -7.39213 -5.69399 -4.35747 0.0 0.0 0.0
H -7.01688 -7.11782 -7.04769 0.0 0.0 0.0
H -8.36236 -7.35737 -5.93384 0.0 0.0 0.0
H -6.74523 -7.86552 -5.47168 0.0 0.0 0.0
C -2.50447 3.32274 3.72133 0.0 0.0 -0.2
C -1.64541 4.26089 2.87901 0.1 -0.1 0.1
C -0.71852 5.15156 3.70457 0.0 0.0 0.0
C -1.43580 6.10912 4.65756 0.0 0.0 0.0
C -2.42867 7.05671 3.98602 0.1 0.1 0.0
C -1.78311 7.99911 2.97442 -0.1 0.0 0.0
H -3.17454 3.87098 4.38249 0.0 0.0 0.0
H -3.12489 2.69376 3.07793 0.0 0.0 0.1
H -1.88304 2.66908 4.33971 0.0 0.0 0.0
H -2.29026 4.87307 2.24410 0.0 0.0 0.0
H -1.02893 3.66237 2.19695 0.0 0.0 0.0
H -0.07807 5.72105 3.02616 0.0 0.0 0.0
H -0.04470 4.51755 4.29128 0.0 0.0 0.0
H -0.68082 6.69966 5.18410 0.0 0.0 0.0
H -1.95701 5.53617 5.42938 0.0 0.0 0.0
H -2.91416 7.65060 4.76338 0.0 0.0 0.0
H -3.22610 6.48728 3.49984 0.0 0.0 0.0
H -1.01019 8.60720 3.44802 0.0 0.0 0.0
H -2.52277 8.67527 2.54554 0.0 0.0 0.0
H -1.32314 7.45503 2.14748 0.0 0.0 0.0
```
Forces are in eV/Å.

Output
energy	-1901.92297	Eh
total charge	+1
HOMO	-11.7	eV
multiplicity	1
molar mass	537.9	g/mol

Q: Among the records above, which one has the lowest molar mass?
A: CH3Cl2PS

Q: What is the multiplicity in the fourth record?
A: 1

Q: Among the records above, which one has the lowest energy?
A: C15H32NO10PS4